Entry 1:
Below is C32H78AlF9O16 as an isolated structure at a distorted geometry, with properties calculated with ωB97M-V with the def2-TZVPD basis set.

```
136
Properties=species:S:1:pos:R:3
Al 16.291 -15.256 -14.993
C 16.591 -12.945 -11.170
O 15.665 -13.290 -10.141
O 16.195 -13.785 -12.205
C 16.721 -11.421 -11.491
F 15.949 -10.869 -12.393
F 16.380 -10.639 -10.462
F 17.866 -11.000 -11.963
C 16.067 -13.142 -8.741
C 14.734 -13.153 -7.853
H 14.080 -12.303 -8.045
H 14.275 -14.141 -7.821
H 15.066 -12.926 -6.840
H 16.621 -12.233 -8.505
H 16.868 -13.750 -8.321
H 17.579 -13.267 -10.841
C 19.422 -18.210 -15.634
O 20.306 -17.137 -15.835
O 18.152 -17.524 -15.727
C 19.864 -19.439 -16.522
F 20.979 -20.040 -16.097
F 18.996 -20.456 -16.535
F 20.194 -19.211 -17.792
C 21.570 -17.157 -15.116
C 22.269 -15.896 -15.474
H 23.071 -15.609 -14.794
H 22.766 -15.956 -16.443
H 21.666 -15.028 -15.739
H 22.328 -17.932 -15.232
H 21.384 -17.243 -14.046
H 19.501 -18.616 -14.625
C 13.461 -14.968 -18.438
O 13.135 -13.635 -18.453
O 14.776 -15.245 -17.871
C 12.286 -15.891 -17.929
F 12.648 -17.155 -17.683
F 11.710 -15.506 -16.773
F 11.330 -15.915 -18.821
C 12.066 -13.120 -19.247
C 11.874 -11.718 -18.805
H 12.801 -11.145 -18.768
H 11.245 -11.111 -19.456
H 11.568 -11.564 -17.770
H 11.093 -13.599 -19.132
H 12.275 -13.088 -20.317
H 13.514 -15.172 -19.507
C 20.127 -14.873 -12.290
C 19.825 -14.006 -13.573
O 19.263 -14.629 -14.636
H 20.742 -14.183 -11.710
H 20.823 -15.711 -12.324
H 19.216 -14.932 -11.696
H 20.720 -13.502 -13.937
H 19.103 -13.250 -13.262
H 19.876 -15.284 -14.979
C 16.809 -18.356 -19.346
C 16.392 -17.390 -20.455
O 16.747 -16.076 -20.101
H 17.886 -18.379 -19.182
H 16.452 -19.378 -19.467
H 16.331 -17.909 -18.475
H 15.321 -17.457 -20.645
H 16.898 -17.658 -21.383
H 16.171 -15.738 -19.412
C 16.675 -10.244 -15.669
C 17.731 -11.353 -15.426
O 17.338 -12.529 -16.089
H 16.689 -10.070 -16.745
H 16.894 -9.303 -15.164
H 15.670 -10.603 -15.446
H 17.899 -11.536 -14.365
H 18.661 -11.087 -15.930
H 16.868 -12.250 -16.878
C 12.279 -12.400 -10.729
C 12.366 -13.916 -10.639
O 13.458 -14.354 -11.432
H 13.142 -11.900 -10.289
H 11.486 -12.024 -10.082
H 12.117 -12.010 -11.734
H 11.470 -14.278 -11.142
H 12.316 -14.365 -9.647
H 14.294 -14.012 -11.106
C 12.043 -17.184 -12.497
C 12.653 -16.744 -13.874
O 13.586 -15.758 -13.709
H 11.280 -17.947 -12.655
H 11.399 -16.345 -12.233
H 12.814 -17.451 -11.775
H 11.853 -16.429 -14.544
H 13.224 -17.545 -14.342
H 13.254 -15.287 -12.941
C 15.559 -19.141 -11.823
C 16.093 -17.674 -11.546
O 16.717 -17.329 -12.770
H 14.828 -19.183 -12.631
H 15.116 -19.515 -10.899
H 16.306 -19.926 -11.937
H 16.940 -17.747 -10.864
H 15.368 -16.943 -11.187
H 17.397 -17.987 -12.928
C 12.024 -12.680 -14.942
C 13.548 -12.432 -14.613
O 14.419 -13.062 -15.538
H 11.877 -12.984 -15.979
H 11.411 -11.782 -14.866
H 11.721 -13.461 -14.246
H 13.890 -12.785 -13.640
H 13.699 -11.356 -14.694
H 14.021 -12.839 -16.383
C 15.116 -20.465 -15.656
C 14.554 -19.168 -16.184
O 15.367 -18.140 -15.612
H 14.519 -21.265 -16.094
H 15.226 -20.572 -14.577
H 15.994 -20.574 -16.294
H 13.515 -19.083 -15.865
H 14.606 -19.066 -17.268
H 16.251 -18.299 -15.950
C 19.990 -14.860 -19.367
C 19.459 -14.463 -18.025
O 18.316 -15.172 -17.667
H 19.227 -14.766 -20.141
H 20.281 -15.909 -19.317
H 20.895 -14.321 -19.645
H 19.308 -13.384 -18.065
H 20.227 -14.542 -17.256
H 18.553 -16.076 -17.447
C 15.909 -12.971 -20.735
C 16.502 -12.779 -19.392
O 15.511 -12.305 -18.522
H 16.653 -13.329 -21.446
H 15.299 -12.236 -21.260
H 15.352 -13.907 -20.755
H 17.354 -12.118 -19.546
H 16.925 -13.738 -19.093
H 14.942 -13.036 -18.269
```

Results
Spin multiplicity: 1
HOMO-LUMO gap in eV: 3.781
Relative energy (zero: lowest compared OMol25 entry of this formula, charge and spin) in eV: 2.224

=====

Entry 2:
Below is a 11-piece molecular cluster, C66H161N11O17 overall at a distorted geometry, with properties calculated with ωB97M-V with the def2-TZVPD basis set.

```
255
Properties=species:S:1:pos:R:3
C 16.475 30.796 19.584
O 17.358 30.142 18.637
C 18.222 29.229 19.214
C 19.125 28.574 18.116
N 18.424 27.468 17.445
C 17.168 27.750 16.782
C 17.309 28.311 15.452
O 18.251 27.574 14.709
C 18.433 28.164 13.439
H 16.172 30.147 20.414
H 15.567 31.045 19.032
H 16.947 31.653 20.061
H 17.727 28.487 19.834
H 18.953 29.797 19.785
H 19.981 28.128 18.583
H 19.320 29.414 17.453
H 19.050 26.942 16.825
H 16.518 28.414 17.369
H 16.645 26.777 16.730
H 17.467 29.381 15.508
H 16.313 28.249 14.978
H 18.809 27.437 12.749
H 19.190 28.919 13.511
H 17.512 28.589 13.049
C 15.337 22.146 22.801
O 15.419 20.858 22.207
C 14.602 20.559 21.064
C 14.598 19.082 20.928
N 13.916 18.477 22.055
C 13.997 17.085 22.217
C 15.451 16.552 22.274
O 16.231 17.354 23.136
C 17.435 16.871 23.677
H 14.372 22.211 23.329
H 15.280 22.917 22.062
H 16.214 22.199 23.451
H 15.074 21.162 20.244
H 13.574 20.943 21.169
H 15.628 18.740 20.776
H 14.066 18.845 20.001
H 14.269 18.966 22.860
H 13.465 16.467 21.480
H 13.501 16.768 23.109
H 15.921 16.576 21.274
H 15.547 15.467 22.697
H 17.234 15.907 24.115
H 17.718 17.600 24.450
H 18.198 16.779 22.943
C 10.548 21.195 14.256
O 10.435 22.615 14.191
C 11.641 23.163 13.611
C 11.835 24.657 13.856
N 11.803 24.959 15.239
C 12.948 24.597 16.055
C 13.964 25.744 16.024
O 13.553 26.820 16.927
C 12.820 27.853 16.325
H 9.748 20.914 14.942
H 11.547 20.817 14.571
H 10.430 20.752 13.255
H 11.639 23.090 12.482
H 12.485 22.566 13.915
H 11.045 25.167 13.345
H 12.775 24.987 13.335
H 10.923 24.721 15.712
H 13.544 23.772 15.640
H 12.640 24.366 17.079
H 14.057 26.181 15.044
H 14.916 25.436 16.465
H 13.367 28.261 15.458
H 12.726 28.625 17.065
H 11.850 27.498 15.918
C 19.810 24.456 19.676
O 20.567 25.080 20.698
C 20.917 24.218 21.729
C 21.081 24.957 23.041
N 19.892 25.603 23.597
C 18.860 24.636 24.000
C 19.032 24.105 25.406
O 20.116 23.218 25.599
C 20.434 23.031 26.951
H 19.408 25.155 18.911
H 19.003 23.800 20.103
H 20.317 23.658 19.145
H 21.858 23.660 21.554
H 20.190 23.420 21.875
H 21.735 25.792 22.768
H 21.496 24.302 23.816
H 19.537 26.262 22.929
H 18.707 23.857 23.294
H 17.894 25.172 24.192
H 18.096 23.552 25.729
H 19.225 24.985 25.990
H 21.269 22.352 26.988
H 19.517 22.579 27.401
H 20.627 23.991 27.444
C 10.162 12.311 15.321
O 9.678 12.991 16.444
C 9.226 14.337 16.216
C 10.417 15.283 16.038
N 11.243 15.446 17.270
C 12.511 16.049 16.965
C 13.365 16.044 18.236
O 14.606 16.698 18.195
C 15.554 15.901 17.495
H 11.248 12.527 15.199
H 9.552 12.587 14.409
H 10.211 11.229 15.519
H 8.813 14.588 17.194
H 8.508 14.438 15.389
H 9.979 16.258 15.786
H 11.105 14.978 15.241
H 11.281 14.561 17.784
H 12.418 17.092 16.597
H 13.207 15.563 16.237
H 13.491 14.939 18.505
H 12.839 16.533 19.075
H 15.238 15.638 16.477
H 15.678 14.968 18.096
H 16.478 16.472 17.549
C 17.748 18.399 12.377
O 17.184 19.690 12.424
C 17.349 20.370 11.217
C 16.710 21.750 11.239
N 15.263 21.646 11.306
C 14.576 22.852 10.865
C 15.300 24.147 11.169
O 15.548 24.280 12.589
C 16.418 25.325 12.923
H 18.868 18.326 12.435
H 17.373 17.943 11.453
H 17.367 17.822 13.206
H 16.952 19.822 10.382
H 18.404 20.513 11.016
H 17.109 22.179 10.322
H 17.195 22.261 12.105
H 14.984 21.425 12.258
H 13.586 22.800 11.339
H 14.480 22.810 9.788
H 14.651 25.010 10.853
H 16.244 24.256 10.587
H 16.677 25.192 13.960
H 15.912 26.273 12.929
H 17.241 25.305 12.243
C 8.809 19.970 18.572
C 9.855 18.987 18.405
C 11.083 19.174 19.320
O 11.640 20.491 19.416
C 12.206 20.860 18.188
N 9.264 17.661 18.582
H 8.227 20.028 17.657
H 9.264 20.951 18.809
H 8.081 19.773 19.326
H 10.138 18.845 17.386
H 11.783 18.429 18.991
H 10.814 18.911 20.348
H 12.736 21.772 18.340
H 11.444 21.006 17.397
H 12.897 20.090 17.815
H 9.930 16.945 18.370
H 8.875 17.530 19.492
C 14.998 19.500 16.037
C 15.105 21.039 15.977
C 16.163 21.524 16.940
O 16.279 22.944 16.876
C 16.801 23.579 18.057
N 15.387 21.379 14.539
H 14.075 19.195 15.531
H 14.907 19.189 17.078
H 15.927 19.052 15.643
H 14.092 21.459 16.232
H 17.141 21.084 16.648
H 15.986 21.179 17.977
H 17.866 23.384 18.144
H 16.353 23.149 18.969
H 16.518 24.612 18.051
H 15.535 22.394 14.552
H 16.208 20.847 14.203
C 23.280 25.292 15.074
C 22.025 26.226 15.355
C 20.714 25.632 14.896
O 20.256 24.732 15.897
C 19.355 23.796 15.416
N 21.906 26.701 16.712
H 23.102 24.329 15.560
H 24.157 25.662 15.610
H 23.545 25.036 14.031
H 22.072 27.164 14.801
H 20.762 24.999 13.982
H 19.922 26.369 14.780
H 19.037 23.245 16.294
H 19.911 23.154 14.721
H 18.449 24.128 14.858
H 22.738 27.151 17.047
H 21.776 25.988 17.371
C 14.785 27.739 20.920
C 15.065 26.267 21.350
C 14.851 26.146 22.912
C 13.394 26.198 23.348
C 12.728 25.104 22.515
C 12.814 25.309 21.018
N 14.194 25.317 20.658
O 14.439 25.488 19.273
C 12.168 24.120 20.236
C 11.864 26.595 20.647
C 16.519 25.891 20.998
H 15.655 28.326 21.173
H 13.966 28.127 21.503
H 14.570 27.744 19.860
H 15.170 25.136 23.205
H 15.515 26.913 23.334
H 12.934 27.172 23.092
H 13.175 26.093 24.410
H 11.669 25.036 22.758
H 13.135 24.114 22.813
H 12.147 24.310 19.155
H 12.833 23.264 20.321
H 11.166 23.873 20.671
H 11.885 27.408 21.358
H 12.044 26.990 19.629
H 10.782 26.263 20.632
H 16.596 24.823 20.946
H 17.264 26.322 21.739
H 16.808 26.298 20.029
H 13.925 26.231 18.884
C 12.386 18.744 11.491
C 13.395 17.571 11.663
C 13.983 17.717 13.058
C 14.755 16.499 13.581
C 13.885 15.333 13.414
C 13.426 15.124 11.986
N 12.697 16.345 11.667
O 12.081 16.129 10.407
C 14.603 14.721 11.108
C 12.374 13.988 11.973
C 14.445 17.731 10.574
H 12.886 19.729 11.747
H 11.561 18.616 12.189
H 12.084 18.774 10.451
H 14.657 18.586 13.055
H 13.168 17.975 13.737
H 15.041 16.610 14.626
H 15.620 16.382 12.948
H 12.954 15.342 13.971
H 14.347 14.395 13.734
H 14.888 13.672 11.311
H 14.319 14.727 10.057
H 15.492 15.307 11.300
H 11.839 13.962 10.999
H 12.722 12.978 12.152
H 11.730 14.252 12.806
H 14.474 18.815 10.447
H 13.984 17.405 9.625
H 15.426 17.315 10.690
H 11.161 16.434 10.510
```

Results
Spin multiplicity: 1
HOMO-LUMO gap in eV: 8.601
Relative energy (zero: lowest compared OMol25 entry of this formula, charge and spin) in eV: 0.000

=====

Entry 3:
Below is C3H2IN2 as an isolated structure at a distorted geometry, with properties calculated with ωB97M-V with the def2-TZVPD basis set.

```
8
Properties=species:S:1:pos:R:3
C -0.807 1.414 0.008
C 0.425 -0.363 -0.413
C -0.562 -0.498 0.692
N 0.027 1.681 -0.804
N -1.324 0.524 0.886
I 2.369 -0.896 -0.023
H 0.310 -0.359 -1.514
H -0.437 -1.504 1.168
```

Results
Net charge: +1
Spin multiplicity: 1
HOMO-LUMO gap in eV: 7.890
Relative energy (zero: lowest compared OMol25 entry of this formula, charge and spin) in eV: 1.319

=====

Entry 4:
Below is one molecule with the formula C8H17ClN2Si at a distorted geometry, with properties calculated with ωB97M-V with the def2-TZVPD basis set.

```
29
Properties=species:S:1:pos:R:3
C 0.841 -0.359 -0.863
C -0.478 -0.755 -1.058
C 3.333 0.810 1.147
C 2.485 2.584 -0.221
C -1.640 -1.567 1.490
C -2.948 -2.462 -0.475
C 2.523 1.068 -0.095
C -2.476 -1.198 0.264
N 1.209 0.655 -0.025
N -1.646 -0.231 -0.556
Si -2.217 1.257 -1.278
Cl -2.903 2.681 -0.025
H 1.559 -0.823 -1.585
H -0.355 -1.717 -1.558
H 3.495 -0.161 1.567
H 4.268 1.263 0.933
H 2.992 1.444 1.945
H 2.404 3.066 0.783
H 1.640 2.842 -0.700
H 3.340 3.114 -0.676
H -2.355 -1.807 2.239
H -0.988 -2.443 1.243
H -1.054 -0.738 1.959
H -2.314 -3.304 -0.509
H -3.245 -2.155 -1.480
H -3.850 -2.932 0.045
H 3.045 0.625 -1.017
H -3.350 -0.722 0.619
H -1.313 1.967 -2.117
```

Results
Spin multiplicity: 1
HOMO-LUMO gap (alpha / beta) in eV: 5.751 / 3.028
Relative energy (zero: lowest compared OMol25 entry of this formula, charge and spin) in eV: 4.514

=====

Entry 5:
Below is a 14-piece molecular cluster, C5H37NO14 overall at a distorted geometry, with properties calculated with ωB97M-V with the def2-TZVPD basis set.

```
57
Properties=species:S:1:pos:R:3
C -2.081 -1.082 -0.549
C -0.627 -0.697 -0.381
N 0.269 -1.190 0.514
C -0.101 -2.358 1.318
C 0.530 -2.213 2.720
C 2.108 -2.163 2.567
O -0.294 0.259 -1.084
H -2.452 -1.907 0.060
H -2.385 -1.320 -1.569
H -2.712 -0.182 -0.426
H 1.207 -0.901 0.725
H 0.181 -3.280 0.754
H -1.164 -2.585 1.414
H 0.347 -3.098 3.345
H 0.025 -1.316 3.069
H 2.327 -2.542 1.584
H 2.551 -1.185 2.768
H 2.358 -2.808 3.402
H 0.380 2.222 1.636
H 0.065 3.027 0.321
O 0.757 2.696 0.900
H 2.037 -2.129 -0.901
H 2.633 -3.009 -1.885
O 2.694 -2.082 -1.620
H 0.864 0.103 -3.979
H 1.375 1.604 -4.261
O 0.776 0.888 -4.522
H 2.204 0.804 -1.686
H 1.080 1.897 -1.091
O 1.741 1.647 -1.743
H -3.084 -2.235 3.342
H -2.198 -1.008 2.939
O -2.889 -1.606 2.637
H 1.142 -1.828 -4.321
H 1.509 -1.608 -2.874
O 0.743 -1.845 -3.444
H 2.110 3.319 -0.260
H 2.352 3.845 -1.588
O 2.584 4.060 -0.675
H -0.843 1.309 4.442
H -1.149 1.461 2.990
O -0.522 1.023 3.584
H -2.211 2.586 0.998
H -1.443 1.428 0.192
O -1.668 1.787 1.047
H -1.392 1.512 -1.835
H -1.337 3.191 -1.805
O -1.695 2.367 -1.500
H -4.881 -0.445 1.671
H -3.918 0.761 1.487
O -4.827 0.452 1.318
H -2.421 1.233 -4.168
H -0.894 1.271 -3.834
O -1.673 0.685 -3.909
H 4.524 0.951 0.696
H 3.236 0.166 0.614
O 4.154 0.068 0.859
```

Results
Spin multiplicity: 1
HOMO-LUMO gap in eV: 10.157
Relative energy (zero: lowest compared OMol25 entry of this formula, charge and spin) in eV: 4.092